Entry 1:
Formula: C35H43ClP2Si2Zn
Source: OMol25
Level of theory: ωB97M-V with the def2-TZVPD basis set

Element x y z (Å)
C1 0.76315 4.18510 -1.61440
C2 1.17739 2.89836 -1.97613
C3 0.21402 2.33699 -2.91302
H1 2.11192 2.41552 -1.68312
C4 -0.89466 3.30814 -2.94242
C5 -0.51933 4.42942 -2.20460
H2 -1.07801 5.36042 -2.11865
H3 1.33919 4.92049 -1.05076
H4 0.52281 1.74762 -3.78166
H5 -1.78867 3.21363 -3.55482
Zn1 -0.98092 0.90164 -2.11755
Si1 -1.70069 -2.67883 -2.38869
C6 -0.76602 -4.04308 -1.51440
C7 -1.24438 -4.58847 -0.31760
H6 -2.19445 -4.25811 0.11566
C8 -0.49127 -5.55908 0.35268
H7 -0.86983 -5.96969 1.28656
C9 0.73417 -5.97888 -0.16625
H8 1.32403 -6.72424 0.36823
C10 1.20554 -5.43857 -1.36124
H9 2.16982 -5.74865 -1.76296
C11 0.45369 -4.47981 -2.04370
H10 0.81623 -4.05341 -2.98177
C12 -3.47178 -3.20239 -2.21522
C13 -3.78238 -4.37455 -2.92883
H11 -3.09574 -4.72343 -3.70369
C14 -4.92266 -5.11072 -2.60995
H12 -5.11781 -6.04897 -3.12399
C15 -5.80705 -4.64864 -1.62892
H13 -6.68653 -5.23915 -1.36534
C16 -5.55364 -3.42992 -0.99618
H14 -6.24907 -3.04352 -0.25164
C17 -4.39605 -2.69695 -1.29628
H15 -4.20476 -1.75127 -0.79397
H16 -1.37342 -2.77164 -3.82806
Si2 0.96959 -1.72621 1.92589
C18 -0.27378 -1.07350 0.69541
C19 -0.05247 -1.22349 -0.64700
H17 0.90138 -1.57903 -1.04151
C20 -1.15925 -1.12805 -1.62993
H18 -0.74342 -0.82013 -2.69951
C21 -2.32147 -0.21677 -1.12395
H19 -3.20816 -0.17766 -1.77046
C22 -2.50191 -0.19163 0.28209
H20 -3.47521 0.14962 0.64780
C23 -1.50250 -0.56365 1.16382
H21 -1.63196 -0.44050 2.24132
C24 2.50289 -2.17469 0.97795
C25 3.04787 -1.22966 0.09497
H22 2.62980 -0.21923 0.03331
C26 4.11760 -1.57786 -0.73653
H23 4.46920 -0.85748 -1.47487
C27 4.71008 -2.83843 -0.61621
H24 5.54574 -3.10825 -1.26281
C28 4.22586 -3.74889 0.32739
H25 4.71465 -4.71930 0.43004
C29 3.11771 -3.42595 1.11763
H26 2.70989 -4.13663 1.84031
H27 0.39955 -2.78808 2.64445
Cl1 1.37415 -0.16163 3.20969
C30 -1.94693 3.45868 2.48976
P1 -0.65298 3.86263 1.25110
C31 -1.02935 5.65280 1.02362
C32 0.81729 4.00000 2.41099
C33 2.11420 3.59892 1.71647
P2 3.69732 4.29581 2.44774
C34 3.28487 4.42028 4.23977
C35 3.50710 6.07328 1.96424
H28 -2.93190 3.66731 2.04706
H29 -1.81327 4.05393 3.40561
H30 -1.87889 2.38633 2.72493
H31 -0.20071 6.15923 0.51472
H32 -1.92236 5.72643 0.38905
H33 -1.22375 6.13607 1.99006
H34 0.83056 5.02972 2.80185
H35 0.59253 3.31647 3.24575
H36 2.23429 2.50136 1.77007
H37 2.11008 3.90021 0.65307
H38 3.30531 5.46897 4.56322
H39 2.32124 3.95623 4.48008
H40 4.08383 3.87484 4.76132
H41 3.05334 6.15835 0.96849
H42 2.91865 6.63005 2.70397
H43 4.52084 6.49382 1.92047

Calculated values
**Energy above the lowest of the compared OMol25 structures with the same formula, charge and spin**: 2.659 eV
**Multiplicity**: 1
**E_tot**: -4860.601605 Ha
**Charge**: 0
**LUMO level (spin up / spin down)**: -0.2 / -0.2 eV

Entry 2:
Formula: C4H10N2
Source: OMol25
Level of theory: ωB97M-V with the def2-TZVPD basis set

Element x y z (Å)
N1 -3.07874 0.72057 -0.49729
C1 -1.74437 0.83571 0.00155
C2 -1.01050 -0.29233 0.31275
C3 0.50147 -0.19515 0.77529
C4 1.47237 -0.32105 -0.41944
N2 2.79821 -0.79814 -0.08735
H1 -3.42737 0.55807 -1.39543
H2 -3.57235 1.56026 -0.11693
H3 -1.24481 1.75552 0.19207
H4 -1.34905 -1.26399 -0.16395
H5 0.86817 -1.00989 1.55800
H6 0.79210 0.69265 1.37840
H7 1.54476 0.73641 -0.67915
H8 1.21622 -0.92115 -1.23778
H9 3.14885 -0.34148 0.71607
H10 3.08504 -1.71602 -0.33680

Calculated values
**Energy above the lowest of the compared OMol25 structures with the same formula, charge and spin**: 2.371 eV
**Multiplicity**: 1
**E_tot**: -267.838203 Ha
**Charge**: 0
**SMILES**: N/C=C/CCN
**LUMO level**: 1.2 eV

Entry 3:
Formula: C14H19F9K2O8Pb2
Source: OMol25
Level of theory: ωB97M-V with the def2-TZVPD basis set

Element x y z (Å)
Pb1 -2.80578 -2.50166 5.48429
Pb2 -0.12998 -3.07629 3.11167
K1 -1.58213 -5.10875 0.37136
K2 -4.82216 -0.12289 3.45478
O1 -1.87763 -1.15583 3.64529
C1 -1.57541 -0.50787 2.38214
C2 -1.58929 -1.35847 1.10889
O2 -0.60714 -2.35786 0.91831
H1 -0.53951 -0.15631 2.48420
H2 -2.20283 0.35284 2.12559
H3 -1.51966 -0.67534 0.24887
H4 -2.60737 -1.71892 0.85957
C3 0.00366 1.75725 -1.99311
C4 0.91357 2.37883 -0.93084
O3 2.11515 2.78963 -1.61231
C5 3.01189 1.84023 -1.85815
O4 2.87498 0.69270 -1.53644
C6 4.29976 2.32418 -2.57061
F1 4.19852 3.59707 -2.89196
F2 5.33979 2.14876 -1.76061
F3 4.49311 1.55214 -3.63182
H5 -0.94641 1.42976 -1.55739
H6 0.47910 0.97805 -2.58512
H7 -0.32155 2.56219 -2.65321
H8 1.17056 1.75735 -0.07616
H9 0.45902 3.34030 -0.69514
C7 1.91394 -0.49232 6.18685
C8 1.27135 0.02370 4.91060
O5 1.94381 1.24187 4.64376
C9 2.12430 1.57078 3.36346
O6 1.88948 0.85779 2.42360
C10 2.97816 2.85354 3.17729
F4 4.19847 2.52660 2.76910
F5 2.41523 3.61891 2.25254
F6 3.08272 3.49133 4.33406
H10 1.60910 -1.49755 6.50431
H11 1.69549 0.14990 7.04120
H12 3.00210 -0.55117 6.15552
H13 0.20585 0.22266 5.05515
H14 1.41863 -0.70401 4.09954
C11 -1.08405 -2.52480 -3.38571
C12 -2.28644 -1.64636 -3.04644
O7 -2.68679 -0.96870 -4.23349
C13 -3.45555 -1.65368 -5.07527
O8 -3.96341 -2.71468 -4.87498
C14 -3.66650 -0.92209 -6.44292
F7 -3.55079 -1.76188 -7.44893
F8 -4.91812 -0.46219 -6.38722
F9 -2.77791 0.04628 -6.60172
H15 -0.23301 -1.95483 -3.74485
H16 -1.37566 -3.28710 -4.10885
H17 -0.79703 -3.12134 -2.50881
H18 -2.04310 -0.91660 -2.27178
H19 -3.14251 -2.18512 -2.62810

Calculated values
**Energy above the lowest of the compared OMol25 structures with the same formula, charge and spin**: 0.000 eV
**Multiplicity**: 1
**E_tot**: -3629.496067 Ha
**Charge**: +4
**LUMO level**: -17.0 eV

What is the formula in the second record?
C4H10N2